# 1
This record from the OMol25 dataset describes C13H8NO13OsS4 as an isolated structure in a non-equilibrium geometry. The level of theory is ωB97M-V/def2-TZVPD.

```
40
Properties=species:S:1:pos:R:3:forces:R:3
Os -0.3919 -0.1853 -0.4552 0.482 -1.334 0.478
O -2.3457 0.7327 -0.4873 0.782 -0.572 -0.390
S -2.1649 1.8151 0.5201 -1.041 1.807 0.601
O -2.7404 3.0701 0.1241 0.056 -0.457 0.005
O -0.7515 1.8588 0.8863 0.006 -0.249 -0.171
C -3.0866 1.3089 1.9846 0.068 0.399 -0.592
C -4.1977 2.0721 2.3109 0.074 0.070 -0.119
C -4.8972 1.8272 3.4810 0.093 -0.058 0.025
C -4.5108 0.7843 4.3094 0.015 0.070 -0.156
C -3.4369 -0.0133 3.9484 0.067 -0.121 -0.010
C -2.7157 0.2582 2.7955 0.421 -0.463 -0.038
S -1.2577 -0.7559 2.5111 0.256 -0.544 2.035
O -0.1205 0.0975 2.8285 -0.238 -0.093 -0.037
O -1.3953 -1.8792 3.3987 -0.202 0.153 -0.415
O -1.2892 -1.2004 1.0885 -0.235 -0.260 -0.316
H -4.4730 2.8605 1.6287 -0.064 0.154 0.076
H -5.7254 2.4636 3.7542 -0.114 0.010 -0.026
H -5.0444 0.5954 5.2300 -0.015 -0.065 0.028
H -3.1245 -0.8590 4.5384 -0.010 -0.041 0.161
O 1.7082 2.9979 -2.3063 -0.513 -0.425 0.776
S 1.6262 1.8383 -1.4156 1.387 -0.115 -2.018
O 2.7622 0.9124 -1.5295 -0.696 0.497 0.535
O 0.3073 1.0192 -1.7832 0.384 0.985 -0.760
O 1.5476 0.4545 0.9620 -0.469 0.092 0.125
O 3.5991 -4.9280 0.6330 -0.208 0.226 0.135
S 3.8348 -3.7566 -0.1663 0.040 -0.269 0.116
O 4.9374 -3.8396 -1.0803 -0.046 0.417 -0.091
N 2.4484 -3.3007 -0.9352 0.178 -0.176 -0.099
C 2.0069 -2.1656 -0.4977 0.965 -0.294 0.512
O 0.9360 -1.6371 -0.9508 -1.402 0.857 -0.028
C 2.8360 -1.5394 0.5786 -0.373 0.649 0.209
C 2.5831 -0.3619 1.2789 0.829 -0.623 0.140
C 3.4600 -0.0217 2.3137 -0.293 0.151 -0.211
C 4.5645 -0.8010 2.6075 -0.049 -0.160 -0.069
C 4.8276 -1.9672 1.8915 0.089 -0.071 -0.066
C 3.9447 -2.3083 0.8966 -0.531 -0.112 -0.443
H 0.9597 0.5883 1.7606 0.143 -0.085 -0.085
H 3.2506 0.8828 2.8674 0.060 0.063 0.066
H 5.2265 -0.5019 3.4078 0.031 0.022 0.031
H 5.6872 -2.5847 2.0998 0.071 -0.036 0.087
```
Positions in Å, forces in eV/Å.

HOMO (spin up / spin down) ... -6.7 / -6.6 eV
Spin multiplicity ... 5
Lowest unoccupied orbital energy (spin up / spin down) ... 2.22 / 0.52 eV
<S²> ... 6.014
Relative energy (zero: lowest compared OMol25 entry of this formula, charge and spin) ... 15.01 kcal per mole
E ... -87526.6661 eV
HOMO-LUMO gap (spin up / spin down) ... 8.93 / 7.14 eV
Net charge ... -1

# 2
This record from the OMol25 dataset describes a single C11H12OS molecule in a non-equilibrium geometry. The level of theory is ωB97M-V/def2-TZVPD.

```
25
Properties=species:S:1:pos:R:3:forces:R:3
C 4.2491 -0.3327 -0.1794 -0.840 0.124 -0.612
C 3.6279 0.6715 -0.8871 2.651 2.702 -2.950
C 3.4883 -0.8748 0.8054 0.092 -0.389 1.447
C 2.4221 1.2342 -0.5213 -1.725 1.091 -0.176
C 2.2656 -0.3617 1.1988 -0.938 -0.747 1.852
C 1.7328 0.7499 0.5808 -1.012 -1.745 -0.105
C -3.0234 -0.5911 0.8767 0.947 0.149 -1.755
C -1.7196 -0.9035 0.7109 -2.617 -0.519 1.260
C -3.3676 0.5666 -0.0819 -1.912 -0.769 1.344
C -2.1628 0.7833 -0.9306 0.529 -1.125 -3.447
C -1.1022 -0.0228 -0.2381 4.098 -0.674 -0.425
O -0.0901 2.5777 0.4213 -0.769 1.063 -0.342
S -0.0396 1.2279 1.0020 1.586 -0.821 -1.074
H 5.2115 -0.7474 -0.4217 0.169 0.142 -0.161
H 4.2910 1.1798 -1.7593 -1.972 -1.204 1.925
H 3.9351 -1.6394 1.3863 0.095 -0.915 0.526
H 1.8492 2.0386 -1.0347 1.090 -0.437 -0.039
H 1.7322 -0.8451 2.0809 0.692 0.664 -1.239
H -3.7912 -0.9425 1.5407 0.147 -0.447 0.271
H -1.1575 -1.6490 1.2381 0.092 -0.217 0.305
H -4.3858 0.4719 -0.5652 1.300 0.027 0.256
H -3.4683 1.3125 0.6760 -0.314 1.466 0.150
H -2.3286 0.3799 -2.0324 0.276 0.377 2.184
H -1.8142 1.7884 -1.1528 -0.213 0.384 0.557
H -0.2678 -0.6515 -0.7708 -1.454 1.822 0.251
```
Positions in Å, forces in eV/Å.

HOMO ... -8.3 eV
Lowest unoccupied orbital energy ... 0.67 eV
Relative energy (zero: lowest compared OMol25 entry of this formula, charge and spin) ... 11.16 kcal per mole
E ... -24481.3312 eV
HOMO-LUMO gap ... 9.01 eV

# 3
This record from the OMol25 dataset describes a 3-piece molecular cluster, C8H24N3O3S overall. The level of theory is ωB97M-V/def2-TZVPD.

```
39
Properties=species:S:1:pos:R:3:forces:R:3
O 2.4109 -1.6591 -3.6947 0.189 0.130 0.212
N 1.4696 -2.7220 -4.1545 -0.423 0.082 -0.273
S 0.1770 -1.9721 -4.9024 0.464 -0.086 0.251
H 2.5062 -1.0282 -4.4199 -0.069 -0.044 -0.165
H -0.5473 -1.4016 -3.8736 -0.235 0.057 -0.066
C 0.6228 -1.6214 1.2030 -0.083 0.072 0.081
C 0.7244 -1.5904 -0.3192 0.246 -0.127 0.083
C -0.2082 -2.5649 -1.0426 -0.020 0.241 -0.155
O 0.1948 -3.9201 -0.9840 -0.081 -0.124 0.133
C -0.1864 -4.6102 0.1774 0.074 -0.012 -0.108
N 2.1186 -1.7764 -0.7249 -0.082 0.087 0.022
H 1.1320 -2.4846 1.6335 0.010 -0.067 -0.066
H 1.0929 -0.7318 1.6218 0.037 -0.003 0.016
H -0.4196 -1.6392 1.5344 -0.011 -0.005 -0.003
H 0.4238 -0.5886 -0.6413 -0.071 0.009 -0.033
H -0.1760 -2.2787 -2.0925 0.021 -0.306 -0.129
H -1.2497 -2.4786 -0.6919 0.050 0.057 0.080
H -1.1675 -4.2787 0.5400 -0.002 0.007 0.044
H 0.5460 -4.5001 0.9853 -0.067 0.029 0.054
H -0.2503 -5.6695 -0.0774 -0.003 -0.014 0.000
H 2.1986 -1.6326 -1.7372 0.021 0.065 0.046
H 2.3404 -2.7605 -0.6053 0.015 -0.031 0.021
C -1.1099 4.5944 2.0733 -0.046 0.025 0.059
C -1.8420 3.6036 1.1737 0.113 0.074 -0.017
C -1.4102 2.1441 1.3646 -0.138 -0.131 -0.013
O -0.1701 1.8107 0.7880 0.100 0.049 0.084
C 0.9712 2.1405 1.5570 0.013 -0.022 -0.213
N -1.7248 4.0453 -0.2176 -0.032 -0.089 0.005
H -0.1027 4.7966 1.7119 0.045 -0.043 -0.025
H -1.6420 5.5449 2.0921 -0.008 0.020 -0.040
H -1.0380 4.2230 3.0973 0.009 -0.015 0.005
H -2.9029 3.6438 1.4404 -0.033 -0.047 0.009
H -2.1404 1.5088 0.8566 0.008 -0.019 -0.021
H -1.4209 1.8659 2.4284 0.006 0.075 0.021
H 0.7743 2.0423 2.6294 -0.022 0.028 0.014
H 1.3114 3.1560 1.3365 0.030 0.024 0.131
H 1.7645 1.4479 1.2803 -0.013 -0.028 -0.041
H -2.3129 3.4647 -0.8075 -0.034 0.037 0.003
H -0.7782 3.8446 -0.5286 0.022 0.041 -0.006
```
Positions in Å, forces in eV/Å.

HOMO ... -2.4 eV
Lowest unoccupied orbital energy ... 2.69 eV
E ... -30130.3576 eV
HOMO-LUMO gap ... 5.09 eV
Net charge ... -1

# 4
This record from the OMol25 dataset describes C28H48F6OP2Ru as an isolated structure in a non-equilibrium geometry. The level of theory is ωB97M-V/def2-TZVPD.

```
86
Properties=species:S:1:pos:R:3:forces:R:3
Ru 2.6144 1.0108 -0.2301 -0.817 -3.403 3.385
C 1.8696 -1.2843 0.6481 -0.087 0.577 1.713
C 2.7692 -0.3589 1.3680 -2.285 -0.264 0.410
C 0.5948 -0.1437 2.1964 1.303 0.692 0.273
C 0.5968 -1.2036 1.2581 0.810 -0.272 -0.887
C 1.8889 0.4098 2.2616 -0.429 -1.349 0.014
C 2.2869 -2.3425 -0.2881 0.230 -0.755 -0.418
H 3.2529 -2.1093 -0.7415 -0.045 -0.156 -0.018
H 1.5612 -2.4589 -1.1073 0.203 -0.033 0.093
H 2.3634 -3.3211 0.2118 0.049 0.173 -0.151
C -0.4848 -2.2059 1.1511 -0.716 -0.113 -0.259
H -0.2173 -3.0284 0.4843 0.104 -0.076 0.019
H -1.4780 -1.8046 0.8124 0.793 -0.249 0.299
H -0.6669 -2.6445 2.1435 0.053 -0.031 -0.136
C -0.5009 0.1359 3.1690 -0.424 0.146 0.023
H -0.3142 -0.3750 4.1299 -0.064 0.168 -0.291
H -1.4721 -0.2163 2.7942 0.202 0.049 0.075
H -0.5887 1.2090 3.3883 0.017 -0.180 0.046
C 2.3081 1.4464 3.2291 0.196 0.651 0.476
H 2.6645 1.0424 4.2001 -0.129 0.091 -0.506
H 1.4545 2.1109 3.4636 0.448 -0.173 -0.057
H 3.1177 2.0604 2.8055 -0.184 -0.041 0.285
C 4.2472 -0.4306 1.4500 0.534 0.285 -0.156
H 4.6147 -1.0961 2.2319 -0.108 -0.177 0.095
H 4.6634 0.5595 1.6510 0.128 -0.119 0.107
H 4.6753 -0.7787 0.5074 0.129 -0.087 -0.048
C 1.8212 1.2896 -2.0047 -0.342 -0.478 -3.053
C 3.1136 0.6321 -2.0834 -1.259 -1.511 -1.980
C 4.3789 1.3978 -2.2726 0.805 0.312 -0.677
C 4.7925 2.3472 -1.1045 0.957 0.171 -0.376
C 3.8208 2.5325 0.0252 -0.175 2.422 1.218
C 2.4436 2.9743 -0.2000 1.695 2.388 0.248
C 2.1583 3.7047 -1.4876 -0.727 -0.012 -0.786
C 1.7183 2.6770 -2.5722 -0.442 0.973 0.299
H 4.3741 1.9445 -3.2118 -0.289 0.364 -0.182
H 5.1093 3.3034 -1.5151 -0.119 0.277 -0.157
H 5.1998 0.6962 -2.4407 -0.145 -0.118 0.241
H 2.2906 2.8259 -3.4973 -0.004 -0.283 0.203
H 0.8867 0.7175 -2.0066 0.278 -0.305 -0.593
H 3.1580 -0.4064 -2.4314 -0.052 0.157 0.332
H 0.6827 2.8848 -2.8461 -0.138 -0.053 -0.057
H 1.3405 4.4182 -1.3250 0.164 0.047 -0.008
H 1.7769 3.2200 0.6333 0.610 0.275 0.206
H 3.0080 4.2905 -1.8669 -0.098 -0.156 0.404
H 5.7240 1.9326 -0.7063 -0.214 0.059 0.282
H 4.2801 2.7070 0.9927 -0.029 -0.150 0.083
P -0.9142 -1.7373 -2.5806 -2.541 -0.859 -1.738
C -1.6873 -3.3839 -2.4361 0.768 -0.232 1.128
H -2.1116 -3.6254 -3.4218 0.169 0.154 0.226
H -2.4621 -3.3642 -1.6559 0.346 0.041 -0.275
H -0.9022 -4.1058 -2.1616 -0.437 -0.011 -0.170
C -2.3955 -0.7219 -2.9042 0.273 0.961 0.797
H -2.8435 -1.0834 -3.8400 0.235 -0.002 0.183
H -2.0854 0.3266 -3.0198 -0.232 -0.196 -0.126
H -3.1001 -0.7978 -2.0644 0.261 -0.111 -0.036
C -0.2279 -1.8168 -4.2737 1.284 0.358 0.562
H 0.1939 -0.8344 -4.5278 -0.104 -0.320 -0.136
H -1.0495 -2.0822 -4.9530 0.195 0.051 0.291
H 0.5732 -2.5681 -4.2980 -0.234 0.202 -0.215
P -1.7144 3.2383 0.1191 -2.209 -0.089 1.235
C -1.4091 3.9605 1.7763 1.558 0.245 0.043
H -1.7145 5.0064 1.9693 0.007 -0.501 -0.604
H -0.2861 3.9393 1.7926 -0.713 0.256 0.404
H -1.7362 3.3516 2.6381 -0.080 -0.102 -0.804
C -2.2732 4.4378 -1.1322 1.183 0.342 -0.808
H -1.2944 4.8177 -1.5360 -0.917 -0.010 0.138
H -2.8553 5.3072 -0.7924 0.206 -0.443 0.348
H -2.8051 3.9742 -1.9825 0.280 -0.112 0.583
C -2.7853 1.7894 0.3574 0.886 -0.609 -0.445
H -3.6434 1.8741 1.0431 0.586 0.645 -0.143
H -2.1098 1.0038 0.7749 -0.554 0.241 -0.262
H -3.1729 1.3977 -0.5970 0.303 0.185 0.321
C -4.2390 -1.7159 2.2706 0.093 -0.051 0.473
C -4.1450 -1.6774 0.7531 -0.932 0.078 -1.058
O -2.9894 -1.2552 0.2371 -0.304 0.270 -0.494
C -4.5071 -3.1442 0.2472 -0.197 -0.006 0.621
F -5.6535 -3.6327 0.8060 0.903 0.197 -0.583
F -4.6526 -3.2314 -1.1047 0.160 -0.003 0.672
F -3.4980 -4.0012 0.6010 -0.722 0.594 -0.451
C -5.3111 -0.7038 0.2543 -0.448 -0.599 0.539
F -6.5549 -1.0812 0.6631 0.681 0.214 -0.563
F -5.1384 0.5457 0.7921 -0.169 -0.598 -0.402
F -5.3424 -0.5503 -1.0958 0.025 0.053 0.757
H -3.5175 -2.4445 2.6594 -0.178 0.141 -0.082
H -5.2505 -1.9938 2.5844 0.261 0.067 0.137
H -3.9817 -0.7306 2.6747 -0.082 -0.175 -0.094
```
Positions in Å, forces in eV/Å.

HOMO (spin up / spin down) ... -7.9 / -9.5 eV
Spin multiplicity ... 6
Lowest unoccupied orbital energy (spin up / spin down) ... -2.33 / -6.59 eV
<S²> ... 8.788
Relative energy (zero: lowest compared OMol25 entry of this formula, charge and spin) ... 150.52 kcal per mole
E ... -69311.4989 eV
HOMO-LUMO gap (spin up / spin down) ... 5.61 / 2.90 eV
Net charge ... +1